{"formula": "C3H32N2O11", "method": "wB97M-V/def2-TZVPD", "charge": 0, "orbital_gap_ev": 8.95, "lumo_energy_ha": 0.0049, "mol_weight_g_mol": 272.3, "de_lowest_kcal_mol": 60.3, "largest_force_ev_per_a": 2.4, "species": ["O", "O", "H", "H", "H", "H", "H", "H", "H", "H", "O", "H", "H", "C", "H", "H", "H", "H", "H", "H", "O", "N", "H", "H", "O", "O", "H", "H", "H", "H", "O", "H", "O", "H", "H", "C", "H", "N", "H", "O", "C", "H", "H", "O", "O", "H", "H", "H"], "xyz": [[2.963, -2.829, -0.001], [0.833, -1.138, -4.028], [2.422, -2.569, 3.251], [-3.578, -0.546, 0.135], [3.317, -0.480, -0.142], [4.331, 0.593, -0.647], [-2.851, 0.833, -0.037], [0.803, 2.188, -3.648], [-2.677, -0.636, -2.189], [0.554, -2.313, -0.534], [1.985, -1.987, 2.630], [-1.473, 3.354, 0.187], [1.366, 0.278, 3.301], [-0.340, -0.398, -0.074], [-1.077, 0.223, -0.568], [1.773, -2.308, 1.748], [3.916, -2.865, -0.151], [-2.808, -1.786, 2.259], [2.233, 1.692, -3.865], [-0.845, -0.946, 0.732], [-0.551, -1.365, 3.614], [-0.043, -1.574, -0.891], [2.720, -3.116, -0.891], [-2.771, -0.174, 2.164], [-2.420, 3.197, 0.195], [-2.590, 0.258, -2.530], [2.524, 1.128, 2.514], [0.099, -1.692, -4.299], [-2.831, 3.375, 1.044], [-0.168, -1.677, 4.442], [1.476, 1.606, -3.278], [1.432, -0.563, 0.980], [-2.506, 3.132, -2.491], [-3.489, 0.588, -2.429], [-0.338, 1.229, 2.137], [0.667, 1.304, 1.661], [0.464, -0.391, -3.545], [1.552, 1.126, 2.792], [-2.784, 2.340, -2.029], [4.198, -0.347, -0.503], [0.905, 0.295, 0.549], [0.543, 2.351, 1.348], [1.619, 0.591, -0.233], [-3.677, 0.366, -0.180], [-3.277, -0.978, 2.049], [0.528, -1.377, -1.716], [0.102, -1.737, 2.987], [-2.231, 3.745, -1.820]]}

{"formula": "C47H90BBr2ClIN2O22P2S", "method": "wB97M-V/def2-TZVPD", "charge": 1, "orbital_gap_ev": 8.78, "lumo_energy_ha": -0.0967, "mol_weight_g_mol": 1462.2, "largest_force_ev_per_a": 3.1, "species": ["N", "C", "C", "O", "H", "H", "H", "H", "H", "H", "H", "H", "H", "O", "H", "H", "H", "H", "N", "O", "H", "H", "P", "O", "H", "C", "C", "O", "H", "H", "O", "H", "O", "H", "H", "H", "C", "H", "H", "C", "H", "C", "C", "B", "H", "O", "H", "H", "C", "C", "C", "C", "H", "O", "O", "P", "H", "C", "C", "H", "O", "H", "H", "H", "H", "H", "H", "H", "C", "C", "C", "O", "C", "H", "O", "C", "H", "H", "C", "C", "H", "O", "H", "Br", "H", "Br", "O", "C", "H", "C", "C", "H", "H", "H", "H", "O", "C", "H", "H", "C", "C", "H", "O", "H", "C", "O", "H", "H", "H", "C", "C", "H", "H", "H", "S", "H", "C", "H", "H", "O", "H", "C", "C", "C", "H", "C", "H", "C", "O", "H", "H", "C", "H", "H", "H", "H", "H", "H", "H", "Cl", "H", "H", "C", "H", "H", "H", "H", "H", "I", "C", "C", "H", "C", "H", "O", "O", "H", "H", "H", "C", "C", "C", "C", "C", "H", "H", "C", "H", "H"], "xyz": [[-0.479, 0.744, -0.599], [-0.414, -1.571, 7.026], [-6.329, 9.393, 0.097], [-5.973, -0.945, -1.855], [-0.465, -10.090, -7.828], [7.068, -3.009, -4.406], [-9.424, 11.136, 0.560], [0.792, -6.712, -4.185], [-6.128, 10.103, 2.166], [-0.435, 4.503, -1.448], [-7.453, 5.361, -0.853], [0.827, -9.147, -8.590], [-0.263, -8.372, -7.455], [-1.581, -1.672, -1.711], [-5.851, 6.112, -0.921], [-0.301, 3.533, -3.220], [-7.890, 9.072, 2.245], [6.033, -1.837, -3.030], [0.475, -1.890, -2.606], [2.354, -1.744, 3.155], [-0.798, 1.298, 2.739], [-5.953, 6.275, 2.935], [2.175, -1.495, 1.731], [2.236, -8.693, -6.358], [-0.808, -1.396, 9.934], [-1.781, 0.871, 2.626], [0.269, -9.300, -7.667], [6.222, -3.593, -1.931], [-6.770, 4.750, 2.527], [0.707, -5.323, 0.316], [-2.173, -0.181, 7.977], [1.738, -10.592, -6.799], [-3.526, 4.852, 2.707], [11.556, -0.896, -1.338], [2.131, 5.454, 0.943], [0.948, -0.834, -0.461], [2.620, 5.072, 0.054], [-0.002, -8.014, -5.034], [-6.599, 3.677, 0.806], [1.876, -4.056, 1.614], [0.281, -6.467, -5.863], [1.748, -5.146, 0.563], [-2.975, 0.658, -1.073], [-0.764, 1.687, -3.115], [2.198, -4.746, -0.343], [10.447, -1.471, 1.030], [12.047, -2.805, 1.020], [-2.702, 2.803, 2.740], [7.451, -3.961, -4.044], [-6.545, 5.563, -0.286], [5.417, -2.557, -2.486], [-0.781, -0.250, 7.666], [-2.580, 1.174, -3.795], [8.408, -1.963, 1.673], [0.678, 2.876, -0.699], [1.680, 0.767, -2.585], [-8.016, 11.528, 1.530], [-4.605, 4.815, 2.181], [-5.921, 4.269, 0.188], [0.688, -9.867, -5.605], [0.096, 2.696, -3.475], [2.282, -6.045, 0.840], [-0.592, -2.411, 7.697], [-7.109, -2.831, -0.030], [12.848, -2.106, -1.258], [-2.090, -2.612, 9.746], [5.489, -1.054, 1.014], [0.037, 4.567, 0.265], [0.693, -7.187, -5.158], [9.423, -2.336, 1.148], [-4.466, 0.646, -0.671], [-5.722, 9.029, -0.871], [4.719, -2.732, -0.070], [6.980, -4.776, -4.592], [-3.861, -0.446, 9.353], [4.614, -1.689, 1.055], [-6.797, 6.218, 0.548], [3.649, -2.275, -3.661], [-5.365, 0.347, -1.895], [-7.083, -1.768, 0.194], [-5.665, 3.653, -0.673], [-7.651, 9.165, 0.176], [-0.204, 2.149, 0.892], [-1.986, -0.755, 3.722], [2.826, -4.098, 2.129], [1.690, 0.270, -4.789], [2.596, -0.438, -1.967], [4.278, -3.094, -3.321], [-2.280, 2.111, 4.326], [-2.681, 1.896, 3.346], [7.248, -4.189, -2.566], [-4.781, 1.637, -0.359], [-9.505, 10.997, 2.325], [-4.845, 0.500, -2.835], [0.638, -1.579, 6.735], [3.415, -0.868, 0.968], [11.748, -1.855, 0.576], [8.519, -3.972, -4.245], [5.621, -2.643, -0.662], [-2.713, -0.678, 9.110], [1.592, 5.075, -1.084], [-0.070, -0.997, 1.836], [7.940, -4.934, -1.931], [4.630, -3.649, -4.192], [-1.831, 0.176, -0.102], [3.025, -6.885, -5.399], [11.153, -2.604, -1.369], [-2.790, 1.692, 1.026], [1.090, -4.191, 2.349], [2.075, -7.584, -5.623], [11.834, -1.870, -0.936], [-3.220, 0.037, 1.481], [3.817, -2.686, -0.673], [9.083, -3.708, -0.438], [1.193, -3.611, -4.599], [-2.171, -1.394, 11.029], [0.561, -2.745, -3.493], [-5.579, 11.219, 0.897], [1.252, 6.106, -1.183], [1.691, -2.791, 0.924], [-6.195, 1.052, -1.895], [-0.678, -0.962, -2.522], [-0.238, 0.475, -2.095], [1.211, -9.675, -6.543], [-4.809, -0.017, 0.111], [-8.867, 10.852, 1.453], [-7.926, -1.489, 0.807], [-5.861, 5.190, 2.929], [-2.025, 1.921, -3.558], [-0.608, 0.558, 6.956], [3.462, -0.049, -1.795], [0.737, 0.091, 0.059], [3.420, 5.748, -0.220], [-3.683, 1.480, 3.382], [-6.177, -1.588, 0.767], [4.714, -3.727, 0.365], [-1.332, 2.740, -0.280], [4.671, -2.194, 2.014], [-2.894, 0.231, -2.060], [-1.517, -0.955, -4.150], [10.559, -4.090, 0.473], [3.671, -3.781, -2.729], [-5.644, 10.174, 1.196], [5.009, -2.033, -1.623], [1.600, 0.740, 0.014], [-5.763, 4.840, 3.954], [-9.301, 8.765, 1.257], [3.008, 4.073, 0.214], [-3.369, -2.566, 0.313], [0.754, -0.369, 1.529], [-1.879, -1.573, 9.997], [-4.638, 9.779, 1.315], [-1.730, -1.326, -0.354], [0.990, 0.440, 2.206], [-4.679, 4.498, 0.875], [-8.135, -0.392, -1.418], [-0.174, -0.028, 8.546], [8.994, -4.410, 1.179], [-2.768, 1.718, -1.203], [-0.408, 2.174, -0.179], [-2.403, 0.701, 1.232], [-7.111, -0.967, -1.084], [9.541, -3.715, 0.547], [0.364, 4.276, -0.736], [-1.026, -1.729, 6.139], [2.014, 4.802, -2.047], [-8.427, 9.406, 1.355], [-0.948, -1.842, 0.191], [12.423, -1.098, 0.972]]}